# 1
A molecular structure, C13H25Cl3CoNO4P2 at a distorted geometry. Source: the OMol25 dataset; level of theory: wB97M-V/def2-TZVPD.

Output
Spin multiplicity ... 5
Kohn-Sham gap (alpha / beta) ... 3.780 / 6.403 eV
Energy above the lowest of the compared OMol25 structures with the same formula, charge and spin ... 0.654 eV
LUMO (alpha / beta) ... 0.0090 / -0.0293 Eh
HOMO level (alpha / beta) ... -3.5 / -7.2 eV

Last column: Mulliken charge in e.
Atoms and positions in Å:
C1 -0.95698 1.12449 -3.95111  -0.872
C2 -1.11899 0.80075 -2.56415  1.081
N1 -0.14965 1.27298 -1.71542  -0.043
C3 0.84460 2.08958 -2.07423  0.544
C4 0.96149 2.50351 -3.40254  -0.560
C5 0.06284 1.98351 -4.33752  -0.542
C6 -2.20563 0.11700 -1.92930  -1.495
P1 -2.37434 -0.05391 -0.12645  1.038
Co1 -0.18852 0.25936 0.03601  -0.747
P2 1.88715 1.33772 0.45892  0.983
C7 1.86849 2.43633 -1.01325  -1.325
O1 -0.27401 -4.91965 -3.73107  -0.647
O2 1.64213 -2.68133 0.98305  -0.637
H1 -1.58779 0.66646 -4.70489  0.395
H2 1.71814 3.24676 -3.66172  0.400
H3 0.17071 2.30534 -5.37528  0.350
C8 -3.76981 0.93924 0.47644  -1.201
C9 -2.58754 -1.73655 0.51101  -1.110
H4 2.88336 2.42533 -1.43096  0.454
H5 1.67100 3.44391 -0.62881  0.388
H6 -1.09455 -4.54985 -3.33858  0.317
H7 -2.69643 -0.64220 -2.55163  0.290
C10 1.68514 2.19504 2.02014  -1.037
C11 3.50199 0.53687 0.47754  -1.281
H8 1.02186 -2.08589 0.44916  0.229
H9 0.60555 -3.13246 2.20785  0.549
H10 1.79966 -3.54854 0.57159  0.265
H11 0.34506 -4.14801 -3.71852  0.328
H12 -1.34143 0.61653 0.98811  0.105
H13 1.14038 -0.20234 0.54598  0.291
H14 -4.72240 0.38864 0.39338  0.397
H15 -3.58093 1.20030 1.53069  0.349
H16 -3.82857 1.84582 -0.14061  0.378
H17 -3.64445 -1.92444 0.72104  0.434
H18 -2.25355 -2.47783 -0.21916  0.326
H19 -2.03329 -1.90506 1.44464  0.160
H20 4.26502 1.24760 0.81617  0.413
H21 3.45548 -0.32094 1.16158  0.329
H22 3.73915 0.19174 -0.53652  0.395
H23 2.57055 2.82814 2.15090  0.437
H24 0.77168 2.80097 1.98845  0.346
H25 1.60216 1.45915 2.83211  0.118
Cl1 -1.32154 -1.85785 5.45776  -0.130
C12 -0.23198 -0.85421 4.48611  0.403
Cl2 -1.18405 0.41811 3.60018  -0.047
Cl3 0.85414 -0.02708 5.59937  -0.104
C13 0.54384 -1.65245 3.36871  0.232
O3 0.02228 -2.84279 3.02199  -0.474
O4 1.51254 -1.11779 2.85280  -0.473

# 2
A molecular structure, C27H18AsCrN3S3. Source: the OMol25 dataset; level of theory: wB97M-V/def2-TZVPD.

Output
Spin multiplicity ... 5
Kohn-Sham gap (alpha / beta) ... 6.568 / 6.719 eV
Energy above the lowest of the compared OMol25 structures with the same formula, charge and spin ... 0.230 eV
LUMO (alpha / beta) ... -0.0396 / -0.0431 Eh
HOMO level (alpha / beta) ... -7.6 / -7.9 eV

Last column: Mulliken charge in e.
Atoms and positions in Å:
Cr1 1.20417 -0.68523 -1.40572  0.054
S1 0.35703 -2.18781 -2.99278  -0.539
C1 -1.03513 -1.13822 -2.91627  1.023
S2 -0.71361 0.41555 -2.19223  -0.460
C2 -2.28420 -1.51396 -3.32634  0.458
C3 -2.51011 -2.81003 -3.91400  -0.204
N1 -2.69456 -3.84781 -4.37958  -0.523
C4 -3.41573 -0.64552 -3.11264  -0.113
N2 -4.31819 0.04756 -2.92401  -0.557
S3 3.56499 -1.30129 -1.30017  -0.302
C5 3.15670 -0.06339 -2.42162  0.036
N3 3.08232 -0.33787 -3.75012  0.073
C6 2.61317 0.49769 -4.68697  -0.393
C7 2.26904 1.77314 -4.35753  -0.531
C8 2.44364 2.16965 -3.03086  -0.288
C9 2.88993 1.28439 -2.07938  -0.398
H1 3.24001 -1.30796 -3.99352  0.316
H2 2.53036 0.09229 -5.68608  0.393
H3 1.87876 2.44496 -5.10875  0.426
H4 2.21534 3.19053 -2.74643  0.398
H5 3.08515 1.59226 -1.06740  0.551
C10 2.24093 -0.77700 5.35311  -0.458
C11 2.84790 0.18036 4.54929  -0.633
C12 2.40190 0.37331 3.24981  -0.356
C13 1.34005 -0.37841 2.75408  0.468
C14 0.73611 -1.34059 3.55319  -0.072
C15 1.19143 -1.53689 4.85322  -0.706
As1 0.71538 0.00796 0.96168  0.720
C16 -0.88883 -1.07895 0.82916  0.259
C17 -0.96351 -2.42666 0.51635  -0.604
C18 -2.21234 -3.00018 0.29310  -0.669
C19 -3.35616 -2.21567 0.36908  -0.865
C20 -3.27070 -0.86144 0.67127  -0.322
C21 -2.03124 -0.28284 0.90045  0.564
C22 -1.78138 1.15360 1.16619  0.600
C23 -2.75791 2.13334 1.30381  -0.766
C24 -2.38928 3.44936 1.54234  -0.782
C25 -1.04808 3.80467 1.63997  -0.642
C26 -0.06438 2.83492 1.48756  -0.483
C27 -0.44144 1.52297 1.25954  0.254
H6 2.58888 -0.93207 6.36828  0.368
H7 3.67126 0.77172 4.93230  0.385
H8 2.88901 1.11055 2.62515  0.348
H9 -0.08720 -1.92872 3.17700  0.361
H10 0.71892 -2.28649 5.47699  0.392
H11 -0.07026 -3.02880 0.42579  0.447
H12 -2.28754 -4.04836 0.03266  0.436
H13 -4.32546 -2.65692 0.16805  0.404
H14 -4.17213 -0.25857 0.69192  0.359
H15 -3.80678 1.87431 1.21655  0.390
H16 -3.15550 4.20829 1.64713  0.399
H17 -0.77071 4.83431 1.82586  0.411
H18 0.97995 3.10995 1.55148  0.374

# 3
2 unconnected molecules or ions with the total composition CH6N3OP at a distorted geometry. Source: the OMol25 dataset; level of theory: wB97M-V/def2-TZVPD.

Output
Kohn-Sham gap ... 9.591 eV
SMILES string ... NP(N)O.C#N
Energy above the lowest of the compared OMol25 structures with the same formula, charge and spin ... 1.086 eV
LUMO ... 0.0408 Eh
HOMO level ... -8.5 eV

Last column: Mulliken charge in e.
Atoms and positions in Å:
C1 -3.23185 0.19577 0.93072  0.116
N1 -2.84116 -0.63790 1.57390  -0.414
N2 1.53217 -0.74339 -1.28619  -0.587
N3 0.33134 -0.10087 1.03553  -0.552
O1 1.54486 1.76431 -0.62639  -0.517
P1 0.47045 0.52530 -0.60982  0.360
H1 -3.80133 0.96950 0.42916  0.270
H2 2.47929 1.60170 -0.37706  0.327
H3 2.05122 -0.61204 -2.16006  0.215
H4 1.08800 -1.61560 -1.38073  0.207
H5 -0.62539 -0.49416 1.30330  0.263
H6 1.00241 -0.85262 1.16766  0.310

# 4
A molecular structure, C14H30N3OPSSiSn at a distorted geometry. Source: the OMol25 dataset; level of theory: wB97M-V/def2-TZVPD.

Output
Kohn-Sham gap (alpha / beta) ... 4.085 / 4.161 eV
Energy above the lowest of the compared OMol25 structures with the same formula, charge and spin ... 0.000 eV
LUMO (alpha / beta) ... -0.0461 / -0.0465 Eh
HOMO level (alpha / beta) ... -5.3 / -5.4 eV

Last column: Mulliken charge in e.
Atoms and positions in Å:
Sn1 0.25333 -0.02966 0.91731  0.300
Si1 2.69857 0.35993 -0.27362  0.570
P1 -0.09600 0.33760 -2.22126  0.776
N1 -0.63660 -1.45523 -0.18047  -0.395
H1 1.82683 -0.41749 1.37744  0.006
C1 -1.89684 0.33557 -2.53416  -1.203
H2 -2.09979 0.19685 -3.60711  0.445
H3 -2.31901 1.27730 -2.16260  0.352
H4 -2.32991 -0.48289 -1.94893  0.260
C2 0.35067 1.88828 -3.07670  -1.205
H5 -0.00669 1.83697 -4.11458  0.431
H6 1.44015 2.01469 -3.05209  0.263
H7 -0.12622 2.72601 -2.55219  0.191
C3 0.39207 -0.90284 -3.48544  -1.354
H8 0.04547 -0.56548 -4.47324  0.481
H9 -0.05862 -1.87267 -3.24235  0.327
H10 1.48140 -1.01346 -3.48505  0.299
C4 3.24249 2.17783 -0.23366  -1.025
H11 2.82114 2.74573 0.60720  0.251
H12 3.02377 2.72994 -1.15798  0.265
H13 4.33495 2.15369 -0.11262  0.378
H14 3.81181 -0.46404 0.29081  -0.258
H15 2.66163 -0.02291 -1.72785  -0.156
C5 -0.42340 -2.74691 -0.34899  0.215
C6 -1.30746 -4.98841 -0.28809  -0.400
C7 -1.52267 -3.63404 -0.14401  -0.442
C8 0.84579 -3.24417 -0.79015  0.003
C9 1.01419 -4.60147 -0.93796  -0.721
C10 -0.05155 -5.47287 -0.68434  -0.510
H16 -2.11983 -5.67150 -0.07853  0.359
H17 -2.47967 -3.20290 0.16004  0.368
H18 1.65319 -2.52349 -0.96603  0.108
H19 1.98767 -4.96807 -1.24040  0.363
H20 0.10773 -6.54259 -0.79399  0.338
C11 -1.76660 3.00435 0.59581  0.713
O1 -2.20696 2.19309 -0.22620  -0.497
C12 -2.29236 3.02074 1.99362  -0.834
H21 -1.78308 3.76696 2.59433  0.319
H22 -2.20632 2.03842 2.47158  0.059
H23 -3.35295 3.27725 1.92795  0.321
C13 -0.67241 3.95950 0.21059  -0.742
H24 -1.02849 4.52616 -0.65155  0.335
H25 0.25639 3.43306 -0.07108  -0.123
H26 -0.45419 4.66023 1.01623  0.412
N2 0.63844 0.86349 4.21797  -0.352
C14 -0.34746 -0.05134 4.22250  0.885
N3 -0.63512 -0.65176 5.38237  -0.447
S1 -1.32715 -0.47922 2.86535  -0.435
H27 1.18019 1.04431 5.05187  0.201
H28 0.90313 1.33220 3.36230  0.088
H29 -1.35835 -1.36238 5.38775  0.225
H30 -0.06531 -0.53232 6.21022  0.192